C6H10ClF | ωB97M-V/def2-TZVPD

```
! RIJCOSX wB97M-V def2-TZVPD def2/J DEFGRID3
* xyz 0 1
C 2.41 -1.55 -0.38
C 1.30 -1.17 0.52
C 0.49 0.01 0.14
Cl 1.49 1.43 -0.14
C -0.84 0.18 0.25
C -1.58 1.52 0.13
C -1.91 -0.92 0.38
F -2.86 -0.82 -0.66
H 2.85 -2.63 -0.24
H 2.03 -1.51 -1.39
H 3.30 -0.92 -0.26
H 0.52 -1.99 0.44
H 1.73 -1.07 1.55
H -0.97 2.32 0.43
H -1.98 1.68 -0.86
H -2.48 1.39 0.72
H -2.40 -0.74 1.27
H -1.43 -1.91 0.37
*
```

Summary:
- electronic energy (eV) = -21623.089
- largest force on an atom (eV/Å) = 2.94
- SMILES = CC/C(Cl)=C(/C)CF
- relative energy (zero: lowest compared OMol25 entry of this formula, charge and spin) (kJ/mol) = 74.4
- Kohn-Sham gap (eV) = 10.13

=====

FH3N3P3 | ωB97M-V/def2-TZVPD

```
! RIJCOSX wB97M-V def2-TZVPD def2/J DEFGRID3
* xyz 0 3
N 1.08 1.19 1.05
N -1.03 1.08 -0.43
N 0.15 -1.17 0.23
F 0.70 -2.37 -0.14
P -0.02 2.10 0.49
P 1.31 -0.38 1.27
P -0.68 -0.43 -1.18
H -1.86 1.58 -0.59
H 2.23 -0.47 0.23
H -1.89 -1.12 -0.91
*
```

Summary:
- electronic energy (eV) = -35097.133
- largest force on an atom (eV/Å) = 7.19
- expectation value of S² = 2.01
- Kohn-Sham gap (alpha / beta) (eV) = 6.20 / 5.39